# 1
Computed, not measured: a cluster of 2 separate species, C5H15NO2 in total at a distorted geometry, with ωB97M-V/def2-TZVPD.

Positions of all 23 atoms, in Å:
C1 1.0842 1.6280 -2.6540
C2 0.7724 0.7211 -1.3812
C3 1.0442 -0.7323 -1.4106
C4 -0.6325 1.1764 -0.9970
N1 -1.3695 0.4054 -0.0106
C5 -0.6235 0.2941 1.3211
O1 -1.3407 -0.5667 2.1937
H1 2.1940 1.8027 -2.9477
H2 0.7470 2.7140 -2.4181
H3 0.6499 1.3936 -3.5550
H4 1.5238 1.2290 -0.7176
H5 1.8434 -1.0951 -0.6763
H6 1.2679 -1.2772 -2.3318
H7 0.0703 -1.1117 -1.1476
H8 -0.8247 2.3283 -0.8227
H9 -1.3499 1.2491 -1.8684
H10 -1.3621 -0.5136 -0.2906
H11 -0.6789 1.2411 1.8928
H12 0.2831 -0.0853 1.2078
H13 -2.2084 -0.1009 2.3891
O2 -0.1940 -3.4684 4.4785
H14 0.2002 -3.5202 5.3607
H15 -1.0960 -3.7116 4.3857

Forces on atoms 1 to 3 (eV/Å):
C 2.3841 2.3638 1.8732
C 2.2106 4.5410 -1.2828
C 0.4325 -1.8859 0.6769

Summary:
* SMILES: CC(C)CNCO.O
* net charge: 0
* relative energy (zero: lowest compared OMol25 entry of this formula, charge and spin): 3.0604 eV
* HOMO: -9.369 eV

In elementary charge units, the Löwdin charges are: number 1, C, carries -0.09; number 2, C, carries -0.42; number 3, C, carries -0.08; number 4, C, carries -0.26; number 5, N, carries -0.04; number 6, C, carries -0.25; number 7, O, carries -0.08; number 8, H, carries 0.10; number 9, H, carries 0.09; number 10, H, carries 0.02; number 11, H, carries 0.13; number 12, H, carries 0.11; number 13, H, carries 0.08; number 14, H, carries 0.05; number 15, H, carries 0.15; number 16, H, carries 0.13; number 17, H, carries 0.04; number 18, H, carries 0.13; number 19, H, carries 0.06; number 20, H, carries 0.12; number 21, O, carries -0.05; number 22, H, carries 0.04; number 23, H, carries 0.01

# 2
Computed, not measured: a structure of composition C5H15NO2 at a distorted geometry, with ωB97M-V/def2-TZVPD.

Positions of all 23 atoms, in Å:
C1 1.8791 0.9826 1.3126
C2 2.0270 0.1440 0.0699
C3 0.6888 -0.5609 -0.1666
N1 0.6372 -1.2116 -1.4030
C4 -0.6027 -1.8215 -1.6855
C5 -1.7571 -0.7910 -1.8692
H1 1.6421 0.3483 2.1733
H2 1.0394 1.6544 1.1780
H3 2.7412 1.5737 1.6080
H4 2.2238 0.7721 -0.8034
H5 0.4365 -1.2293 0.6663
H6 -0.1251 0.2260 -0.1663
H7 -0.5106 -2.4053 -2.6012
H8 -0.9400 -2.5155 -0.9089
H9 -1.4799 -0.0565 -2.6354
H10 -2.6820 -1.2863 -2.1581
H11 -1.8494 -0.2193 -0.9496
H12 -1.1012 1.8764 3.3546
H13 2.8327 -0.5927 0.0691
O1 -0.5100 1.6379 2.6391
H14 -2.2075 1.2597 0.2805
H15 -1.0461 1.3004 1.5123
O2 -1.3364 0.9145 0.4835

Forces on atoms 1 to 3 (eV/Å):
C 0.1888 -0.2166 0.5209
C -0.1301 0.1932 -0.5714
C 4.1284 -2.8991 -2.2522

Summary:
* net charge: 0
* relative energy (zero: lowest compared OMol25 entry of this formula, charge and spin): 6.3033 eV
* HOMO: -8.075 eV

In elementary charge units, the Löwdin charges are: number 1, C, carries -0.12; number 2, C, carries -0.23; number 3, C, carries -0.21; number 4, N, carries 0.21; number 5, C, carries -0.25; number 6, C, carries -0.04; number 7, H, carries 0.08; number 8, H, carries 0.05; number 9, H, carries 0.08; number 10, H, carries 0.11; number 11, H, carries 0.18; number 12, H, carries 0.12; number 13, H, carries 0.11; number 14, H, carries 0.13; number 15, H, carries 0.09; number 16, H, carries 0.09; number 17, H, carries 0.03; number 18, H, carries -0.05; number 19, H, carries 0.11; number 20, O, carries -0.33; number 21, H, carries 0.05; number 22, H, carries -0.03; number 23, O, carries -0.18

> Which formula does entry 2 have?

C5H15NO2

> Which formula does entry 1 have?

C5H15NO2

> Among the records above, which one has the lowest relative energy (zero: lowest compared OMol25 entry of this formula, charge and spin)?

number 1